(1)
# C18H32F8N2O20PS3

A 8-piece molecular cluster, C18H32F8N2O20PS3 overall at a distorted geometry (the ωB97M-V functional and the def2-TZVPD basis, OMol25).

CARTESIAN COORDINATES (ANGSTROEM)
P 9.1816 -21.4423 9.3039
F 10.2593 -20.2097 9.2641
F 10.4746 -22.4743 9.4173
F 9.0739 -21.3097 10.9219
F 8.1843 -22.7042 9.4076
F 8.0030 -20.3329 8.9571
F 9.3002 -21.6308 7.6972
C 7.2720 -15.2695 6.7338
C 8.0639 -15.7134 5.4993
O 7.7465 -15.2796 4.4377
N 9.0524 -16.6113 5.6749
C 9.8172 -17.2126 4.5480
H 7.7727 -15.3915 7.6943
H 6.2641 -15.6836 6.7068
H 7.0457 -14.2065 6.6511
H 9.1271 -16.8789 6.6460
H 10.5016 -18.0085 4.8415
H 10.3588 -16.3675 4.1231
H 9.0253 -17.6026 3.9086
C 16.4781 -12.1130 9.2773
C 15.6057 -13.3136 9.3162
O 16.0310 -14.4161 8.9813
N 14.4132 -13.1263 9.8319
C 13.3895 -14.1968 9.8947
H 17.0805 -12.2397 10.1768
H 15.9076 -11.1860 9.3349
H 16.9796 -12.2200 8.3155
H 14.0837 -12.2303 10.1617
H 12.7012 -14.0352 10.7244
H 13.7317 -15.2195 10.0533
H 12.7850 -14.3269 8.9971
C 2.4370 -20.7802 10.6725
C 2.5186 -19.3008 10.9757
O 1.5827 -19.1116 11.9820
C 0.7499 -20.1611 12.0227
O -0.1701 -20.2666 12.7800
O 1.0968 -21.0077 11.0173
F 2.1236 -18.6191 9.9301
H 3.1003 -21.3963 11.2796
H 2.4662 -21.0118 9.6078
H 3.5042 -18.8871 11.1891
C 9.7203 -27.2428 12.0965
C 9.6783 -26.7724 13.4836
O 11.0277 -26.9393 13.8972
C 11.7713 -26.7357 12.8223
O 12.9617 -26.3868 12.8632
O 11.0135 -26.8217 11.6791
F 8.8231 -27.5629 14.1935
H 8.9364 -26.8364 11.4574
H 9.7363 -28.3256 11.9728
H 9.4774 -25.7055 13.5803
C 15.0296 -19.8502 13.3340
C 13.6016 -20.1289 13.9147
O 13.8687 -20.2134 15.2968
S 15.3981 -20.7364 15.7198
O 15.5178 -22.1341 15.3370
O 15.7785 -20.2067 17.0143
O 16.0127 -19.8419 14.4524
H 15.1252 -18.9760 12.6900
H 15.2875 -20.6658 12.6584
H 13.1691 -21.0788 13.6007
H 12.9499 -19.3622 13.4955
C 4.7394 -22.3990 3.1058
C 5.8707 -21.4164 2.6143
O 5.8415 -21.5111 1.2017
S 5.6639 -23.0825 0.7408
O 6.9414 -23.7595 0.6453
O 4.8279 -23.0352 -0.4387
O 4.7190 -23.4114 2.1055
H 3.7672 -21.9100 3.0441
H 4.9301 -22.7823 4.1083
H 6.8489 -21.7384 2.9716
H 5.6867 -20.3924 2.9393
C 10.1752 -27.4611 5.2878
C 11.2277 -26.3188 5.0640
O 12.3293 -26.8878 4.3169
S 11.8280 -28.1730 3.4500
O 12.8734 -29.1405 3.2172
O 11.1472 -27.6143 2.2813
O 10.7462 -28.6359 4.6052
H 9.2150 -27.1469 4.8785
H 10.0852 -27.7585 6.3326
H 11.7227 -26.0339 5.9924
H 10.8239 -25.4110 4.6157

Cartesian forces (eV/Å) of the 3 atoms listed first:
P 1.609 0.153 -0.820
F -0.339 -0.162 0.161
F -0.651 0.300 0.562

Summary:
HOMO-LUMO gap = 0.3607 Eh
Relative energy (zero: lowest compared OMol25 entry of this formula, charge and spin) = 0.237 eV
Charge = -1
DFT total energy = -126653.9664 eV

***

(2)
# C18H32FN6O5S

A 2-piece molecular cluster, C18H32FN6O5S overall at a distorted geometry (the ωB97M-V functional and the def2-TZVPD basis, OMol25).

CARTESIAN COORDINATES (ANGSTROEM)
O -5.4959 -5.0697 3.5552
O -7.5215 -3.7468 -1.5583
O 2.0913 0.1410 -1.4669
O 4.1322 -0.4389 -0.2570
F 11.1219 3.2475 -3.0621
O 2.6126 1.1834 0.6962
C -6.0035 -4.1668 2.9135
C -7.6862 -3.8318 -0.3500
C -0.9664 -0.4167 0.3296
C 9.3882 6.4047 -2.4086
C 10.3317 5.4907 -2.8899
C 8.3126 5.9537 -1.6335
C 9.1285 3.6861 -1.8296
C 10.2055 4.1293 -2.6022
C 8.1757 4.5886 -1.3328
N -0.5177 -0.7049 -0.8574
N -8.7778 -4.4532 0.1067
N -2.1599 -0.8186 0.7335
N 6.0268 3.4141 -1.2434
N -6.1602 -4.2902 1.5923
N -0.2014 0.2920 1.1124
C -6.4416 -2.9000 3.6250
C -9.2200 -4.6449 1.4905
C 7.0629 4.0920 -0.4471
C -3.1481 -1.5513 -0.0852
C 5.0286 2.6670 -0.4801
C -4.3412 -2.0260 0.7516
C -5.3913 -2.7105 -0.1401
C 4.0980 2.0140 -1.4739
C -6.6167 -3.2745 0.6193
S 3.2493 0.6328 -0.7066
H 3.1919 0.7083 1.3168
H 9.4985 7.4623 -2.6326
H 11.1705 5.8300 -3.4899
H 7.5922 6.6726 -1.2551
H 9.0405 2.6273 -1.6078
H 0.4092 -0.4097 -1.1499
H -1.0758 -1.2576 -1.4791
H -9.3747 -4.8147 -0.6229
H -2.4267 -0.5892 1.6757
H 5.6038 4.0629 -1.9089
H -5.8776 -5.1903 1.2293
H 0.6943 0.6213 0.7753
H -0.5082 0.5517 2.0305
H -6.2276 -3.0077 4.6880
H -7.5115 -2.7568 3.4939
H -5.8977 -2.0449 3.2360
H -9.1227 -3.7193 2.0581
H -8.6340 -5.4315 1.9708
H -10.2700 -4.9447 1.5021
H 7.4826 3.3974 0.2891
H 6.6181 4.9264 0.1056
H -2.6774 -2.4257 -0.5400
H -3.5132 -0.8969 -0.8803
H 5.5369 1.9098 0.1292
H 4.4706 3.3277 0.1937
H -4.8004 -1.1686 1.2447
H -3.9775 -2.7230 1.5069
H -5.7415 -1.9793 -0.8714
H -4.9126 -3.5269 -0.6843
H 4.6662 1.6188 -2.3178
H 3.3655 2.7301 -1.8438
H -7.1079 -2.4519 1.1365

Cartesian forces (eV/Å) of the 3 atoms listed first:
O 0.012 -0.203 -0.012
O 0.417 0.358 0.069
O 1.373 1.702 0.423

Summary:
HOMO-LUMO gap = 0.3123 Eh
Relative energy (zero: lowest compared OMol25 entry of this formula, charge and spin) = 0.286 eV
Charge = +1
DFT total energy = -51911.6034 eV

***

(3)
# C18H32IrN2O7SSi

C18H32IrN2O7SSi as an isolated structure (the ωB97M-V functional and the def2-TZVPD basis, OMol25).

CARTESIAN COORDINATES (ANGSTROEM)
Ir 0.0403 0.1717 0.1296
C -3.6949 -1.5303 0.6192
C -2.9598 -1.1944 -0.6669
C -3.2467 0.2230 -1.1015
C -3.2889 -2.1811 -1.7738
O -1.4844 -1.3150 -0.3966
Si -0.6391 -2.7286 -0.1762
S 1.1267 -1.6548 0.4804
O -1.2749 -3.5625 1.0201
C -1.1740 -4.9503 1.4678
C 0.2914 -5.3596 1.4572
C -1.7448 -4.9653 2.8723
C -1.9980 -5.8059 0.5187
O -0.3594 -3.6074 -1.4749
C 0.3414 -3.5278 -2.7496
C -0.5031 -4.3175 -3.7340
C 1.7012 -4.1749 -2.5462
C 0.4744 -2.0793 -3.1927
H -4.7618 -1.3636 0.4723
H -3.3523 -0.8899 1.4333
H -3.5373 -2.5686 0.9077
H -4.2711 0.2794 -1.4685
H -2.5773 0.5323 -1.9045
H -3.1426 0.9204 -0.2751
H -4.3627 -2.1628 -1.9555
H -3.0107 -3.2014 -1.4971
H -2.7772 -1.9166 -2.7004
H 0.8686 -4.7269 2.1345
H 0.7074 -5.2718 0.4504
H 0.3947 -6.3947 1.7808
H -1.1411 -4.3473 3.5377
H -1.7556 -5.9845 3.2588
H -2.7656 -4.5828 2.8721
H -1.6090 -5.7305 -0.4977
H -3.0396 -5.4806 0.5220
H -1.9626 -6.8501 0.8294
H -0.6511 -5.3358 -3.3740
H -0.0022 -4.3621 -4.7012
H -1.4786 -3.8490 -3.8689
H 1.5816 -5.2023 -2.2013
H 2.2854 -3.6233 -1.8059
H 2.2552 -4.1884 -3.4848
H -0.5073 -1.6089 -3.2760
H 0.9587 -2.0371 -4.1680
H 1.0806 -1.5034 -2.4914
C 3.7348 0.5575 1.1191
C 2.7448 1.6397 0.8968
N 1.4607 1.5382 0.5552
C 0.9599 2.8215 0.4643
C 1.9369 3.7084 0.7579
N 3.0399 2.9466 1.0214
C 2.0392 5.1949 0.8362
O 0.9374 5.8833 0.6174
O 3.1069 5.6789 1.0950
C -0.4402 2.9647 0.0676
O -1.0239 4.0168 0.0264
O -0.9824 1.7837 -0.2428
H 3.2758 -0.4100 0.9765
H 4.1354 0.6126 2.1318
H 4.5683 0.6592 0.4230
H 3.9304 3.3590 1.2702
H 0.1627 5.3134 0.4162

Cartesian forces (eV/Å) of the 3 atoms listed first:
Ir -0.177 -0.522 -0.143
C 0.137 -0.043 0.045
C -0.361 -0.105 0.038

Summary:
HOMO-LUMO gap (spin up / spin down) = 0.2601 / 0.2616 Eh
Charge = +1
DFT total energy = -58050.4731 eV

***

(4)
# C18H32KN2O8

C18H32KN2O8 as an isolated structure at a distorted geometry (the ωB97M-V functional and the def2-TZVPD basis, OMol25).

CARTESIAN COORDINATES (ANGSTROEM)
K -11.6113 -12.2526 -3.5286
C -15.7665 -14.2673 -2.3660
C -16.7896 -14.3304 -3.2236
C -17.0828 -13.2955 -4.3002
O -18.0439 -13.3723 -5.1952
C -16.2573 -12.2104 -4.4909
C -15.0740 -12.0538 -3.7167
C -14.8981 -13.1178 -2.5357
O -13.9799 -12.9748 -1.7229
O -14.1694 -11.1672 -3.8332
O -17.5803 -15.3076 -2.9515
H -15.5723 -14.9534 -1.5548
H -16.4893 -11.4271 -5.1973
C -11.0141 -9.2725 -5.8804
O -10.8532 -10.6585 -5.6497
C -9.9688 -11.2001 -6.6255
C -9.9819 -12.7266 -6.6303
N -9.6415 -13.3640 -5.3524
C -9.7589 -14.8200 -5.3735
C -11.2205 -15.2243 -5.3537
O -11.6394 -14.9833 -4.0065
C -12.7199 -15.7412 -3.5436
H -11.6016 -8.9693 -5.0137
H -11.5575 -9.1038 -6.8101
H -10.1692 -8.5844 -5.9075
H -8.9811 -10.7483 -6.5339
H -10.2741 -10.8736 -7.6196
H -9.2356 -13.0730 -7.3453
H -10.9731 -13.0051 -6.9880
H -8.7187 -13.1161 -5.0253
H -9.2383 -15.1676 -4.4812
H -9.2661 -15.3024 -6.2176
H -11.2978 -16.2736 -5.6385
H -11.8339 -14.6347 -6.0350
H -12.3000 -16.7440 -3.4645
H -13.5616 -15.8029 -4.2334
H -13.1259 -15.2949 -2.6358
C -7.4636 -9.9590 0.3226
O -7.6822 -11.3797 0.6374
C -9.0172 -11.8242 0.5408
C -9.7060 -11.6134 -0.8722
N -8.9564 -11.9196 -2.0691
C -8.2919 -13.2641 -2.0888
C -7.0879 -13.1494 -2.9930
O -7.2966 -13.2437 -4.3758
C -6.0885 -13.3220 -5.1696
H -7.7489 -9.6649 -0.6874
H -6.4163 -9.6629 0.3819
H -7.9871 -9.2929 1.0085
H -9.6392 -11.4151 1.3370
H -9.0821 -12.8939 0.7398
H -9.9191 -10.5511 -0.7528
H -10.6062 -12.2281 -0.8722
H -8.2750 -11.1876 -2.2107
H -9.0711 -13.9141 -2.4867
H -7.9529 -13.6395 -1.1233
H -6.4794 -14.0075 -2.7077
H -6.5656 -12.2473 -2.6744
H -6.3301 -13.4457 -6.2252
H -5.5332 -14.1987 -4.8360
H -5.4765 -12.4358 -5.0017

Cartesian forces (eV/Å) of the 3 atoms listed first:
K -0.853 0.097 0.193
C 3.951 4.013 -0.515
C -4.204 -3.736 0.841

Summary:
HOMO-LUMO gap = 0.1429 Eh
Relative energy (zero: lowest compared OMol25 entry of this formula, charge and spin) = 2.016 eV
Charge = -1
DFT total energy = -54867.0559 eV

***

What is the charge in the third record?
+1